1.
The following is a DFT calculation (ωB97M-V/def2-TZVPD) of a structure of composition C22H58O9Zr at a distorted geometry.

ΔE to the lowest compared entry with this formula, charge and spin   0.0 kJ/mol

Last column: Mulliken charge in e.
Positions of all 90 atoms, in Å:
Zr 1.762 -0.104 2.208  2.07
C -0.498 -3.034 1.259  -0.95
C 0.140 -2.969 2.637  0.96
C 0.659 -4.308 3.136  -1.49
O 1.124 -1.968 2.738  -0.84
H -1.188 -3.874 1.155  0.55
H 0.253 -3.135 0.467  0.26
H -1.080 -2.138 1.026  -0.15
H -0.637 -2.615 3.334  -0.07
H 0.096 -5.148 2.731  0.37
H 0.501 -4.385 4.219  0.37
H 1.734 -4.434 3.008  0.33
C 3.845 -1.072 -1.343  -0.92
C 3.883 -1.595 0.103  0.75
C 5.218 -2.256 0.438  -1.59
O 3.415 -0.714 1.026  -0.84
H 4.651 -0.347 -1.530  0.33
H 2.879 -0.614 -1.529  -0.17
H 4.062 -1.899 -2.020  0.44
H 3.258 -2.517 0.010  0.00
H 6.011 -1.536 0.673  0.35
H 5.533 -2.835 -0.435  0.40
H 5.174 -2.966 1.266  0.33
C -0.097 -0.228 -1.633  -1.15
C -0.197 0.756 -0.474  1.93
C -1.637 1.081 -0.116  -0.39
O 0.528 0.338 0.628  0.38
H -0.433 -1.232 -1.353  0.16
H 0.946 -0.414 -1.902  -0.02
H -0.591 0.152 -2.529  0.37
H 0.319 1.665 -0.849  -1.01
H -1.790 1.893 0.590  0.29
H -2.058 0.135 0.237  -0.03
H -2.198 1.347 -1.015  -0.36
C -0.805 2.746 3.469  -0.69
C 0.061 1.886 4.383  0.59
C -0.755 1.372 5.529  -1.29
O 0.664 0.872 3.670  -0.87
H -1.635 2.161 3.051  -0.03
H -0.224 3.097 2.614  -0.10
H -1.308 3.554 4.003  0.51
H 0.778 2.591 4.848  0.12
H -1.536 0.680 5.203  0.10
H -1.291 2.205 6.000  0.43
H -0.147 0.939 6.324  0.36
C -1.223 -2.833 -4.719  -0.95
C -0.350 -3.797 -5.505  -0.28
O -0.708 -5.152 -5.170  -0.52
H -1.442 -3.176 -3.708  0.32
H -2.204 -2.782 -5.206  0.32
H -0.833 -1.818 -4.669  0.29
H 0.701 -3.621 -5.245  0.29
H -0.459 -3.657 -6.584  0.24
H 0.073 -5.688 -5.331  0.30
C -3.780 1.925 -3.489  -0.78
C -4.638 0.725 -3.140  -0.20
O -5.209 0.858 -1.840  -0.50
H -4.271 2.872 -3.270  0.34
H -3.531 1.891 -4.555  0.34
H -2.823 1.905 -2.967  0.02
H -4.085 -0.209 -3.174  0.20
H -5.487 0.651 -3.829  0.31
H -5.689 1.689 -1.772  0.28
C -4.177 -0.480 2.403  -0.54
C -3.958 -1.512 3.475  0.01
O -5.238 -1.798 4.086  -0.56
H -3.155 -0.161 2.158  -0.19
H -4.625 0.461 2.726  0.37
H -4.663 -0.865 1.514  0.34
H -3.288 -1.166 4.263  0.16
H -3.586 -2.399 2.952  0.14
H -5.136 -2.517 4.713  0.30
C 2.767 2.812 -3.570  -1.04
C 1.742 3.635 -2.814  0.50
O 2.065 5.025 -2.758  -0.54
H 2.365 1.808 -3.715  0.26
H 3.721 2.725 -3.047  0.27
H 2.982 3.311 -4.517  0.40
H 1.612 3.328 -1.781  -0.42
H 0.783 3.547 -3.341  0.26
H 2.218 5.343 -3.652  0.30
C 2.655 3.974 0.944  -1.01
C 3.028 2.505 0.800  0.65
O 2.937 1.830 2.078  -0.39
H 2.456 4.441 -0.025  0.27
H 3.413 4.542 1.478  0.42
H 1.660 4.041 1.394  0.08
H 4.041 2.392 0.406  0.44
H 2.410 2.019 0.049  -0.54
H 3.540 2.246 2.700  0.23

=====

2.
The following is a DFT calculation (ωB97M-V/def2-TZVPD) of a structure of composition C22H59BF6HgN6O9PbS2 at a distorted geometry.

ΔE to the lowest compared entry with this formula, charge and spin   0.0 kJ/mol
Net charge   +2

Last column: Mulliken charge in e.
Positions of all 107 atoms, in Å:
Hg 1.291 2.077 -0.676  3.55
Pb -1.448 -2.542 0.513  1.17
C 5.464 3.152 -1.428  0.58
F 5.971 2.687 -0.286  -0.21
F 4.855 4.315 -1.169  -0.25
F 6.419 3.300 -2.322  -0.19
S 4.200 1.941 -2.104  0.73
O 3.189 2.813 -2.651  -0.59
O 4.810 1.009 -2.956  -0.50
N 3.479 1.293 -0.740  -1.05
S 4.195 -0.091 -0.353  0.50
O 3.436 -1.218 -0.840  -0.65
O 5.604 -0.105 -0.514  -0.60
C 3.975 -0.115 1.485  0.69
F 2.698 -0.325 1.827  -0.05
F 4.742 -1.063 1.989  -0.22
F 4.341 1.061 2.002  -0.25
B 0.112 -0.034 0.298  5.01
H -0.689 -0.352 -0.540  -1.27
H 1.245 -0.068 -0.106  -1.14
H -0.264 1.038 0.733  -0.55
H 0.003 -0.828 1.224  -1.01
C -0.297 -6.106 3.647  -1.51
C -1.047 -4.909 3.046  0.23
C -0.414 -3.631 3.587  -0.79
O -1.009 -2.470 2.978  -0.21
C -0.842 -1.320 3.792  -0.61
N -0.929 -4.943 1.542  -0.39
H 0.780 -5.983 3.585  0.39
H -0.634 -6.990 3.101  0.43
H -0.621 -6.292 4.672  0.43
H -2.108 -4.898 3.286  0.37
H 0.670 -3.686 3.461  0.20
H -0.636 -3.596 4.656  0.50
H -1.312 -0.453 3.325  -0.22
H 0.215 -1.065 3.916  0.35
H -1.295 -1.431 4.780  0.48
H -1.571 -5.692 1.274  0.32
H -0.029 -5.345 1.286  0.11
C -3.676 1.644 2.005  -1.25
C -4.135 0.325 1.439  0.47
C -5.453 0.363 0.701  -1.11
O -5.300 0.998 -0.544  -0.26
C -6.529 1.197 -1.216  -0.85
N -3.063 -0.306 0.565  0.12
H -2.817 1.494 2.663  0.20
H -4.450 2.143 2.590  0.51
H -3.395 2.357 1.224  0.25
H -4.256 -0.433 2.219  0.20
H -6.148 0.947 1.329  0.48
H -5.960 -0.612 0.653  0.46
H -6.845 0.283 -1.730  0.35
H -6.383 1.965 -1.974  0.23
H -7.339 1.534 -0.564  0.34
H -2.224 0.246 0.761  -0.81
H -3.265 0.033 -0.382  0.15
C 0.227 -3.672 -3.836  -1.54
C -0.057 -3.555 -2.338  0.17
C 1.208 -3.612 -1.516  -0.86
O 0.945 -3.476 -0.124  -0.04
C 2.117 -3.698 0.665  -0.40
N -0.728 -2.263 -2.017  0.04
H -0.489 -3.106 -4.429  0.37
H 0.258 -4.705 -4.184  0.41
H 1.220 -3.285 -4.103  0.38
H -0.763 -4.359 -2.095  0.34
H 1.851 -2.789 -1.867  0.21
H 1.789 -4.518 -1.714  0.75
H 2.710 -2.787 0.686  -0.19
H 2.683 -4.530 0.245  0.51
H 1.848 -3.946 1.690  -0.03
H -1.562 -2.134 -2.584  0.25
H -0.083 -1.511 -2.257  -0.48
C -2.625 2.429 -3.165  -1.69
C -1.441 1.757 -2.505  1.54
C -0.323 1.489 -3.484  -1.58
O 0.849 0.993 -2.870  -0.10
C 1.639 0.190 -3.763  -1.12
N -0.949 2.627 -1.354  -0.32
H -2.392 3.430 -3.542  0.44
H -3.506 2.469 -2.525  0.38
H -2.928 1.904 -4.079  0.43
H -1.785 0.825 -2.055  -0.86
H -0.166 2.282 -4.233  0.39
H -0.678 0.699 -4.171  0.53
H 2.095 0.839 -4.509  0.25
H 1.011 -0.548 -4.274  0.54
H 2.374 -0.333 -3.156  0.23
H -1.787 2.713 -0.778  0.08
H -0.888 3.551 -1.788  0.29
C 0.106 4.947 1.082  -1.26
C 1.604 4.885 0.795  0.26
C 2.339 3.881 1.652  -1.06
O 1.628 2.640 1.601  -0.04
C 1.225 2.098 2.849  -1.02
N 1.798 4.373 -0.612  -0.75
H -0.291 5.737 0.426  0.45
H -0.081 5.392 2.061  0.44
H -0.449 4.030 0.913  0.01
H 2.007 5.891 0.908  0.58
H 2.527 4.203 2.676  0.64
H 3.317 3.671 1.199  0.15
H 2.091 1.820 3.450  0.32
H 0.600 1.241 2.597  -0.13
H 0.594 2.798 3.407  0.48
H 1.260 5.016 -1.196  0.28
H 2.743 4.688 -0.839  0.08

=====

3.
The following is a DFT calculation (ωB97M-V/def2-TZVPD) of a cluster of 9 separate species, C22H60F3NO24S8 in total at a distorted geometry.

ΔE to the lowest compared entry with this formula, charge and spin   860.0 kJ/mol

Last column: Mulliken charge in e.
Positions of all 118 atoms, in Å:
N 0.357 -1.575 -0.638  -0.49
H 0.644 -0.628 -0.842  0.38
H 1.058 -2.254 -0.898  0.37
H -0.526 -1.857 -1.039  0.38
H 0.365 -1.749 0.357  0.37
C -0.470 -4.507 -6.523  0.58
F -1.457 -4.008 -7.189  -0.19
F 0.376 -5.248 -7.309  -0.21
F 0.228 -3.436 -5.904  -0.25
S -1.225 -5.583 -5.118  1.06
O -2.267 -6.442 -5.668  -0.64
O -0.119 -6.406 -4.650  -0.66
O -1.717 -4.574 -4.124  -0.68
O -2.242 8.541 0.032  -0.56
S -1.829 7.673 1.109  1.09
O -0.409 7.817 1.527  -0.61
O -2.752 7.926 2.423  -0.28
C -2.542 7.086 3.597  -0.23
C -3.604 7.467 4.755  -1.14
C -2.229 5.843 0.623  -0.99
H -1.548 7.309 3.983  0.33
H -2.534 6.002 3.483  0.29
H -3.545 8.536 4.961  0.31
H -3.266 6.885 5.612  0.37
H -4.616 7.133 4.524  0.32
H -3.314 5.784 0.707  0.37
H -1.972 5.068 1.344  0.35
H -1.907 5.462 -0.346  0.37
O 4.553 3.180 -3.578  -0.57
S 4.825 4.153 -4.636  1.10
O 3.691 4.873 -5.256  -0.57
O 6.098 5.212 -4.127  -0.35
C 6.180 6.419 -4.900  -0.11
C 7.155 7.453 -4.295  -1.21
C 5.897 3.384 -5.936  -0.90
H 5.175 6.824 -5.018  0.35
H 6.508 6.272 -5.929  0.26
H 7.315 7.401 -3.218  0.32
H 6.814 8.454 -4.561  0.35
H 8.145 7.538 -4.744  0.32
H 5.371 2.460 -6.180  0.39
H 6.925 3.299 -5.584  0.31
H 5.823 4.039 -6.803  0.33
O -6.301 3.087 -6.761  -0.60
S -5.642 1.786 -7.019  1.05
O -5.007 1.095 -5.874  -0.56
O -6.722 0.778 -7.862  -0.31
C -7.824 1.502 -8.519  -0.17
C -8.750 0.422 -9.049  -1.19
C -4.400 1.910 -8.479  -0.81
H -7.545 2.164 -9.338  0.33
H -8.332 2.136 -7.792  0.34
H -8.206 -0.116 -9.826  0.30
H -9.594 1.032 -9.369  0.37
H -8.906 -0.359 -8.306  0.32
H -4.025 0.891 -8.568  0.32
H -3.537 2.551 -8.294  0.34
H -5.034 2.057 -9.353  0.28
O -0.458 -6.638 5.813  -0.59
S -1.090 -5.438 5.230  1.08
O -0.356 -4.467 4.406  -0.60
O -2.463 -5.829 4.470  -0.27
C -2.828 -7.238 4.634  -0.09
C -4.053 -7.484 3.791  -1.29
C -1.804 -4.495 6.768  -0.85
H -3.070 -7.474 5.671  0.32
H -2.161 -8.028 4.289  0.31
H -4.269 -8.548 3.703  0.38
H -3.808 -7.150 2.782  0.33
H -4.992 -7.042 4.122  0.32
H -2.823 -4.884 6.766  0.29
H -1.979 -3.460 6.475  0.33
H -1.280 -4.681 7.706  0.32
O -6.509 2.074 7.996  -0.59
S -7.325 1.045 7.421  1.16
O -8.630 1.334 6.815  -0.62
O -6.406 0.304 6.236  -0.29
C -6.779 0.527 4.920  -0.17
C -5.711 0.005 4.119  -1.18
C -7.504 -0.308 8.543  -0.91
H -6.952 1.571 4.662  0.35
H -7.748 0.053 4.763  0.31
H -4.837 0.657 4.135  0.29
H -6.127 0.001 3.111  0.36
H -5.404 -0.973 4.489  0.29
H -6.842 -1.164 8.408  0.32
H -8.519 -0.703 8.508  0.34
H -7.290 -0.047 9.579  0.34
O 3.876 2.956 2.559  -0.64
S 4.959 3.444 3.410  1.18
O 4.586 4.021 4.642  -0.60
O 6.013 2.246 3.682  -0.30
C 6.335 1.327 2.599  -0.10
C 7.557 0.618 3.100  -1.25
C 6.031 4.643 2.504  -0.88
H 6.621 1.925 1.733  0.31
H 5.622 0.549 2.326  0.28
H 7.811 -0.136 2.354  0.40
H 7.423 0.064 4.029  0.32
H 8.433 1.267 3.097  0.31
H 5.585 4.579 1.512  0.31
H 6.984 4.160 2.722  0.28
H 5.926 5.617 2.981  0.39
O 5.242 -5.256 -0.552  -0.58
S 6.468 -5.817 -1.189  1.07
O 7.436 -4.939 -1.891  -0.58
O 7.378 -6.736 -0.183  -0.27
C 6.695 -7.724 0.629  -0.21
C 7.252 -7.666 2.038  -1.24
C 5.969 -7.233 -2.378  -0.87
H 6.894 -8.692 0.168  0.29
H 5.635 -7.471 0.654  0.40
H 8.195 -8.187 2.206  0.31
H 6.496 -8.162 2.646  0.36
H 7.362 -6.681 2.494  0.32
H 5.431 -6.749 -3.193  0.37
H 5.346 -7.962 -1.860  0.32
H 6.871 -7.688 -2.786  0.31